(1)
39
Properties=species:S:1:pos:R:3:forces:R:3 method="wB97M-V/def2-TZVPD" lumo_ev=0.16 charge=0 de_lowest_kj_mol=1466.8 e_tot_ev=-34316.4972 homo_lumo_gap_ev=6.57 homo_ev=-6.410
C 2.0720 3.3747 1.0427 -1.630 -4.095 1.120
H 2.5254 3.6395 1.9891 0.331 -0.494 0.119
O 0.6540 2.7687 1.3777 3.647 7.578 -3.497
C 0.8084 1.7193 2.1377 -4.247 -0.425 2.762
C 0.8894 0.6475 1.2984 4.643 -10.339 -5.174
H 1.3237 -0.3327 1.8926 -1.726 1.894 -1.056
H 2.0175 0.6309 0.5735 -3.490 0.688 1.624
C -0.4074 0.2200 0.3999 2.683 0.063 3.364
N -0.2145 -0.8578 -0.5613 -2.858 -1.664 9.138
C -0.4434 -2.1942 -0.1402 2.852 -2.167 -7.846
C -0.0946 -3.1129 -1.4512 0.103 8.811 2.094
C 0.3430 -2.0867 -2.4373 -0.554 -1.739 4.323
C 0.2882 -0.6392 -1.6587 1.521 -9.884 -8.462
C 0.7730 0.2680 -2.4743 1.189 10.747 -0.649
C 0.8207 1.7534 -2.1223 1.581 -4.578 -1.369
C 1.5242 2.4986 -3.1194 -3.461 3.260 10.547
C 1.6428 1.9152 -4.1452 2.015 -8.414 -14.128
S 1.3193 0.1772 -4.0955 -0.247 0.214 0.205
H 1.8038 2.1101 -5.2390 0.452 0.745 1.501
H 1.6473 3.4805 -3.0240 0.594 4.012 0.522
H 0.6651 2.1408 -1.1693 -0.461 0.397 1.492
H 0.9073 -2.4678 -3.3426 -0.872 1.337 0.953
H -0.1783 -4.1526 -1.4321 0.005 -1.356 -0.252
C -0.8542 -2.7656 1.0758 -4.059 6.487 2.304
H -1.0308 -3.7458 1.0332 0.592 -3.830 0.249
H -0.6247 -2.1874 1.9780 1.181 -0.997 0.223
C -2.5166 -2.3181 1.2654 0.562 -7.413 -12.302
C -3.0666 -1.8977 2.3327 5.142 10.695 12.351
O -2.1789 -1.0035 3.0671 -4.666 -4.186 -3.148
O -4.1962 -2.1072 2.8131 -1.289 -5.265 -5.143
H -4.5890 -1.6836 3.4688 -1.559 3.633 4.894
H -2.9403 -1.7135 0.2739 1.205 -1.330 2.551
H -3.1059 -3.4438 1.0478 1.287 2.832 0.223
H -1.0667 0.0226 1.2467 -0.726 -0.557 -0.682
H -0.6104 1.1294 -0.0385 -1.182 1.584 -1.442
H 1.6546 1.5750 2.7164 1.508 1.037 2.275
H -0.2387 1.7197 2.6100 1.594 -0.683 0.821
H 2.0376 4.1996 0.4824 -1.325 3.566 -1.907
H 2.6397 2.7196 0.3281 -0.333 -0.163 1.405

---

(2)
39
Properties=species:S:1:pos:R:3:forces:R:3 method="wB97M-V/def2-TZVPD" lumo_ev=0.68 charge=0 de_lowest_kj_mol=28.1 e_tot_ev=-25544.6910 homo_lumo_gap_ev=9.13 homo_ev=-8.453 smiles="CCCCCOC(=O)Cn1c(=O)oc2ccc(C)cc21"
C 4.6175 3.2427 1.4117 -0.046 0.062 -0.261
C 4.4408 2.9438 -0.0725 0.089 -0.184 0.077
C 4.1229 1.4746 -0.3586 -0.162 0.144 0.052
C 2.8308 0.9629 0.2774 -0.190 0.035 -0.208
C 1.5937 1.6791 -0.2490 0.490 0.309 -0.002
H 1.5680 2.7308 0.0496 0.015 -0.150 -0.116
H 1.5442 1.6151 -1.3416 -0.027 0.041 0.105
O 0.4336 1.0281 0.2784 0.145 -0.335 0.071
C -0.5776 1.7799 0.6891 -0.324 0.087 0.072
O -0.6319 2.9779 0.6211 -0.094 0.036 0.055
C -1.6935 0.9193 1.2830 0.132 0.125 0.047
N -1.5434 -0.4703 0.9748 -0.093 -0.315 0.051
C -1.6064 -1.0632 -0.2701 0.049 -0.653 -0.220
C -1.9431 -0.5880 -1.5218 0.076 -0.058 0.268
C -1.9098 -1.4841 -2.5852 0.062 -0.158 -0.012
C -1.5463 -2.8130 -2.3697 -0.052 0.168 -0.091
C -1.2045 -3.2968 -1.1155 0.055 0.118 0.507
C -1.2407 -2.3984 -0.0724 -0.267 0.591 -0.747
O -0.9476 -2.5933 1.2512 0.134 -0.453 0.058
C -1.1112 -1.4089 1.8917 -0.184 0.815 0.532
O -0.9288 -1.2229 3.0617 0.130 -0.214 0.061
H -0.9217 -4.3243 -0.9596 0.041 -0.143 0.020
H -1.5290 -3.4882 -3.2117 0.010 -0.083 -0.100
C -2.2764 -1.0323 -3.9666 -0.048 -0.048 -0.014
H -1.5290 -1.3585 -4.6871 0.024 0.029 -0.095
H -2.3613 0.0498 -4.0142 -0.012 0.078 -0.069
H -3.2320 -1.4654 -4.2605 -0.063 0.028 -0.088
H -2.2180 0.4445 -1.6716 -0.040 0.151 -0.050
H -1.6515 1.0171 2.3739 -0.040 0.028 -0.193
H -2.6575 1.3000 0.9319 0.155 -0.001 0.055
H 2.8730 1.0715 1.3613 -0.045 -0.051 0.063
H 2.7227 -0.1014 0.0576 0.000 -0.027 0.072
H 4.9473 0.8607 0.0103 0.042 -0.039 -0.071
H 4.0640 1.3328 -1.4406 0.062 -0.088 -0.040
H 3.6555 3.5808 -0.4824 0.021 0.084 -0.082
H 5.3671 3.1936 -0.5951 -0.059 0.069 -0.062
H 5.3509 2.5699 1.8508 0.076 -0.067 0.110
H 3.6803 3.1318 1.9502 -0.081 -0.010 0.144
H 4.9641 4.2640 1.5499 0.020 0.078 0.100

---

(3)
40
Properties=species:S:1:pos:R:3:forces:R:3 method="wB97M-V/def2-TZVPD" lumo_ev=0.58 charge=0 de_lowest_kj_mol=370.3 e_tot_ev=-36375.1918 homo_lumo_gap_ev=9.48 homo_ev=-8.903 smiles="O=S(=O)(N[C@H]1C[C@H]2CC[C@@H]1C2)c1ccc2c(c1)OCCO2"
O -1.3741 0.1411 2.1149 2.004 0.033 -0.488
O 0.9291 -0.7357 2.5638 0.223 0.396 -0.041
O 2.0629 5.2552 -0.0215 -0.826 2.083 -2.527
O -0.4513 4.2676 -1.1182 0.993 0.213 0.207
C 2.3472 3.2801 1.1324 -0.699 -1.320 0.222
C 1.9381 1.9928 1.6102 -0.093 0.883 -1.123
C 0.0183 2.2480 0.1284 0.317 -0.241 0.310
C 1.6308 4.0016 0.1500 -0.023 -1.534 1.828
C 0.4203 3.4805 -0.3786 0.483 0.689 1.332
C 0.7461 1.4851 1.1074 -1.014 0.309 -1.712
N -0.2544 -1.0996 0.2421 0.753 0.919 0.905
C 1.3815 5.9145 -1.1505 -0.015 0.678 -1.540
C -0.1206 5.7299 -1.1375 -0.147 -2.542 -1.552
C 0.0276 -4.2607 -1.1593 -1.806 -2.936 0.320
C -1.8048 -2.5417 -0.9967 0.179 -0.164 0.211
C 0.5180 -3.9721 0.1881 0.909 -1.376 1.798
C -1.7287 -4.4624 0.2981 -3.440 -1.657 1.802
C -1.2260 -2.2429 0.3804 -0.174 3.100 -0.082
C -1.4424 -3.9675 -1.0500 -2.787 -2.699 -4.475
C -0.7705 -3.5656 0.8819 3.774 -0.107 3.364
S 0.0053 -0.0944 1.6693 -1.977 -0.954 -1.089
H 3.1968 3.7464 1.6263 -0.063 0.033 -0.407
H 2.5467 1.3954 2.2808 -0.127 0.301 0.136
H -0.9390 1.9499 -0.2448 -0.469 -0.597 0.118
H 0.5918 -1.2975 -0.3445 -0.984 0.272 1.132
H 1.5510 7.0196 -1.2158 0.333 -0.927 0.944
H 1.6871 5.5992 -2.1898 0.475 -0.487 1.325
H -0.5213 6.1515 -0.2551 -0.859 0.609 0.761
H -0.6286 6.0188 -2.1244 0.898 0.208 1.715
H 0.0709 -5.3490 -1.3519 0.171 0.311 0.071
H 0.4955 -3.8621 -1.9433 1.887 2.096 -3.131
H -1.2937 -2.0430 -1.7669 0.562 1.103 -1.012
H -2.8737 -2.3797 -1.1158 -0.018 0.117 0.241
H 1.0033 -4.9028 0.6112 -0.657 1.088 0.027
H 1.2003 -3.1924 0.3407 1.372 1.072 -0.257
H -2.7341 -4.1477 0.7173 0.592 -0.767 -0.830
H -1.5755 -5.5492 0.4598 0.026 0.663 -0.023
H -2.0583 -1.8978 0.9798 0.167 0.370 0.479
H -2.0529 -4.4934 -1.8628 0.885 0.471 0.832
H -0.5188 -3.6201 1.9446 -0.827 0.287 0.208

---

(4)
43
Properties=species:S:1:pos:R:3:forces:R:3 method="wB97M-V/def2-TZVPD" lumo_ev=0.54 charge=0 de_lowest_kj_mol=0.0 e_tot_ev=-50980.5197 homo_lumo_gap_ev=8.48 homo_ev=-7.942 smiles="Cn1c([C@](C)(N)C(=O)O)nc2cc(N(CCCl)CCCl)ccc21"
O 5.5247 -0.7740 -0.7567 -1.564 -0.082 -0.720
Cl -4.1787 -1.9583 -3.0950 0.080 0.046 -0.306
Cl -1.1257 3.8588 -1.4391 -1.598 -0.286 -0.148
N 1.4501 -0.4932 -0.5338 1.263 -0.527 1.445
O 3.6013 -0.7728 -1.9796 1.122 -0.438 1.350
C 4.3176 -0.9294 -0.8301 0.960 0.244 -0.445
C 2.1705 -0.8262 0.5355 -0.970 0.543 1.086
C -0.8829 0.4737 2.0278 -0.944 0.306 0.155
C -1.9951 0.9011 1.2882 0.515 -0.194 -0.063
C -0.8014 0.4353 -0.7914 -0.682 0.307 0.722
C 0.2800 0.0199 -0.0352 -0.614 -0.145 -0.923
C 0.2360 0.0107 1.3562 0.673 -0.474 -0.619
C -1.9467 0.8646 -0.1276 0.321 0.017 -0.036
N 1.4392 -0.5848 1.7239 1.360 -0.225 0.110
N -3.0638 1.2641 -0.8878 -0.518 -0.308 1.121
N 4.4421 -1.2117 1.6923 -1.314 1.357 -0.575
C 1.8941 -0.7852 3.1228 0.324 -0.271 -0.412
C 3.4832 -2.9652 0.3664 -1.524 0.581 -0.678
C -3.6844 -0.9858 -1.6986 -0.469 0.242 0.810
C -2.9515 3.5826 -1.6727 -0.429 1.118 0.090
C -3.4497 0.4855 -2.0453 0.139 -0.120 0.779
C -3.5795 2.6066 -0.6887 1.128 -0.504 0.192
C 3.5988 -1.4183 0.4587 -0.008 -0.471 1.164
H 2.6369 -0.8377 -1.7607 0.064 0.328 0.055
H -0.9404 0.4815 3.1034 0.064 -0.015 0.210
H -2.9184 1.2538 1.7865 0.761 -0.326 -0.271
H -0.7714 0.4654 -1.8618 0.180 -0.097 -0.351
H 4.6371 -0.2077 1.8811 -0.178 -0.943 -0.469
H 5.3351 -1.6483 1.5322 0.216 -0.039 -0.249
H 2.4066 -1.7576 3.2386 -0.168 0.681 -0.255
H 1.0527 -0.7929 3.8046 -0.430 0.067 -0.197
H 2.5589 0.0257 3.4446 -0.058 -0.270 -0.180
H 2.7872 -3.1772 -0.4610 0.225 -0.278 0.316
H 3.1106 -3.4066 1.2909 -0.180 0.292 -0.003
H 4.4119 -3.4327 0.1566 1.060 -0.190 -0.298
H -2.8246 -1.4524 -1.2444 0.385 -0.076 -0.096
H -4.4971 -1.0733 -0.9677 0.153 0.178 -0.174
H -3.4752 4.5605 -1.5794 0.719 -0.431 -0.034
H -3.1289 3.2366 -2.6935 0.431 0.008 0.080
H -4.3794 0.8725 -2.4002 -0.670 0.410 -0.403
H -2.7250 0.5875 -2.8228 0.515 -0.166 -0.943
H -4.6545 2.5823 -0.7895 -0.475 0.260 -0.406
H -3.4004 2.9227 0.3521 0.137 -0.111 -0.430

---

(5)
41
Properties=species:S:1:pos:R:3:forces:R:3 method="wB97M-V/def2-TZVPD" lumo_ev=0.75 charge=0 de_lowest_kj_mol=3.3 e_tot_ev=-35949.2655 homo_lumo_gap_ev=8.94 homo_ev=-8.197 smiles=COc1ccc(-c2[nH]ncc2CNCCCSC)cc1F
C 5.3227 -0.1426 1.2045 0.421 0.135 -0.193
H 6.1205 -0.0063 1.9330 -0.036 -0.005 -0.063
H 5.1560 0.7965 0.6708 0.010 -0.087 0.051
H 5.6126 -0.9180 0.4910 -0.028 0.064 0.063
O 4.1915 -0.5235 1.9588 -0.346 -0.085 0.038
C 3.0181 -0.7959 1.3372 -0.154 -0.034 0.046
C 2.7309 -0.7253 -0.0266 0.088 -0.034 -0.049
C 1.4809 -1.0327 -0.5271 0.038 -0.050 0.237
C 0.4512 -1.4190 0.3253 0.396 0.073 0.034
C 0.7233 -1.5025 1.6914 -0.026 0.006 -0.129
C 1.9742 -1.1970 2.1777 0.199 0.111 -0.149
H 2.1902 -1.2633 3.2321 0.040 -0.014 0.124
H -0.0471 -1.8321 2.3706 -0.069 -0.042 0.066
C -0.8683 -1.7169 -0.2094 -0.598 -0.047 0.114
C -2.1459 -1.4056 0.2393 0.545 -0.178 0.013
C -2.9987 -1.9599 -0.7319 0.387 -0.049 0.096
N -2.3175 -2.5618 -1.6850 -0.488 -0.304 -0.690
N -1.0407 -2.4036 -1.3670 0.257 0.129 0.325
H -0.3200 -2.7741 -1.9652 -0.118 0.004 0.064
H -4.0694 -1.9318 -0.7571 -0.264 -0.004 -0.073
C -2.5875 -0.5735 1.4025 0.055 0.016 -0.171
N -3.2742 0.6266 0.9245 -0.449 0.020 0.317
H -4.0995 0.8069 1.4828 0.107 -0.052 -0.041
C -2.4599 1.8253 0.8822 0.296 0.220 0.005
C -1.3354 1.7289 -0.1510 -0.357 0.051 0.081
C -1.8802 1.4667 -1.5457 0.489 -0.143 -0.203
H -2.6276 0.6755 -1.5081 -0.041 0.051 -0.046
H -2.3267 2.3615 -1.9812 -0.120 0.012 0.042
S -0.6128 0.8550 -2.6964 -0.109 0.199 -0.186
C 0.4916 2.2958 -2.7718 -0.374 -0.433 0.187
H 1.0069 2.4183 -1.8237 0.117 0.132 0.024
H 1.2113 2.0973 -3.5588 0.091 0.048 -0.063
H -0.0891 3.1812 -3.0139 0.049 0.145 -0.041
H -0.6568 0.9219 0.1276 0.089 0.077 0.003
H -0.7717 2.6645 -0.1315 0.066 -0.051 0.036
H -3.1208 2.6558 0.6171 0.043 0.024 0.071
H -2.0003 2.0532 1.8628 -0.106 0.002 -0.108
H -1.7275 -0.3127 2.0359 -0.110 -0.048 0.027
H -3.2874 -1.1620 2.0041 0.086 0.117 0.043
H 1.3124 -0.9279 -1.5879 0.003 0.064 -0.069
F 3.6706 -0.3429 -0.9322 -0.076 -0.038 0.167